Record 1
Density functional theory data (ωB97M-V with the def2-TZVPD basis set) for a gas-phase ion, C22H45BrNO6P2S (charge +1) in a non-equilibrium geometry.

Results
* HOMO level: -0.404 Eh
* orbital gap: 8.1 eV

Geometry as ORCA input:
```
! RIJCOSX wB97M-V def2-TZVPD def2/J DEFGRID3
* xyz 1 1
C 3.3971 -4.5789 2.2608
C 3.3113 -3.1026 1.8354
C 2.5572 -2.3291 2.9021
O 2.4076 -0.9271 2.6307
N 1.5426 -0.6887 1.5432
C 2.2755 -0.1687 0.3207
C 3.5793 0.5291 0.6680
C 4.4201 0.7426 -0.6088
C 5.6611 -0.1704 -0.6549
S 6.0116 -0.8567 -2.3054
C 1.3380 0.6317 -0.6241
P 1.5895 2.5047 -0.6067
C 0.1315 3.3409 0.1028
O 1.4342 2.8400 -2.2075
C -0.1162 0.1312 -0.5381
C -0.1689 -1.3550 -0.9547
C 0.1340 -1.4984 -2.4424
C 0.1586 -2.9025 -2.9530
O 1.3799 -1.9867 -2.7347
O -0.8512 0.9353 -1.4267
C -2.2393 0.6097 -1.5301
C -3.1186 1.8607 -1.5606
C -2.9898 2.4739 -2.9597
C -4.5760 1.3765 -1.3695
C -5.1209 1.5821 0.0392
C -6.5991 1.1447 0.0988
C -4.3555 0.7682 1.0906
C -0.6397 0.2856 0.9194
C 0.4159 0.1855 2.0090
O 0.9679 1.4060 2.3644
P -0.3593 -0.4815 3.6346
O -1.6058 0.5504 3.6743
Br -1.2986 -2.3906 2.9788
H 4.3422 -5.0225 1.9743
H 2.5743 -5.1472 1.8374
H 3.2788 -4.6532 3.3420
H 2.7097 -3.0697 0.9189
H 4.2716 -2.6557 1.5969
H 3.1258 -2.3598 3.8288
H 1.6031 -2.8195 3.1107
H 1.1112 -1.5903 1.3084
H 2.5699 -1.0640 -0.2303
H 4.1771 -0.1034 1.3193
H 3.4252 1.4536 1.2128
H 4.7763 1.7694 -0.5997
H 3.8313 0.6407 -1.5145
H 5.5340 -1.0225 0.0093
H 6.5331 0.3852 -0.3269
H 4.8424 -0.6105 -2.9066
H 1.6744 0.3444 -1.6195
H 0.1245 4.3337 -0.3492
H 0.2271 3.4958 1.1717
H -0.8389 2.8960 -0.1031
H 0.5071 2.9404 -2.4502
H 0.6474 -1.9459 -0.5398
H -1.1423 -1.8089 -0.7846
H -0.2789 -0.7524 -3.1162
H 0.5019 -3.7189 -2.3392
H 0.1627 -2.9253 -4.0324
H -2.3994 0.0985 -2.4840
H -2.5826 -0.0751 -0.7560
H -2.8337 2.5654 -0.7817
H -1.9500 2.6012 -3.2588
H -3.4580 1.8044 -3.6796
H -3.5129 3.4260 -3.0150
H -5.2319 1.8910 -2.0707
H -4.6257 0.3201 -1.6496
H -5.0702 2.6364 0.3088
H -7.1194 1.7199 0.8617
H -6.6879 0.0981 0.3837
H -7.0800 1.2963 -0.8638
H -3.3915 1.2207 1.3364
H -4.9390 0.7746 2.0119
H -4.2326 -0.2671 0.7760
H -1.1849 1.2122 1.0502
H -1.3532 -0.5259 1.0723
H 1.0273 1.5072 3.3241
H -2.3393 0.2446 3.1200
*
```

***

Record 2
Density functional theory data (ωB97M-V with the def2-TZVPD basis set) for 6 unconnected molecules or ions with the total composition C22H45NO9 in a non-equilibrium geometry.

Results
* HOMO level: -0.333 Eh
* orbital gap: 9.5 eV
* ΔE to the lowest compared entry with this formula, charge and spin: 0.0 kJ/mol

Geometry as ORCA input:
```
! RIJCOSX wB97M-V def2-TZVPD def2/J DEFGRID3
* xyz 0 1
C 7.1375 -1.6490 -0.6312
C 5.8857 -0.8881 -1.1780
C 5.8301 -0.2831 -2.5028
C 4.6535 0.4234 -3.0225
C 3.4732 0.5041 -2.1724
C 3.5091 -0.1100 -0.8480
C 2.1688 -0.0229 -0.0012
N 1.1790 -0.8790 -0.6968
C 1.3747 -2.3236 -0.4451
C 1.4417 -3.0596 -1.8477
O 2.5525 -3.9610 -1.9978
C 2.5839 -4.9296 -0.9969
O 1.7113 -5.7212 -0.7893
C -0.1515 -0.4651 -0.5113
O -1.1005 -1.2258 -0.4489
O -0.4713 0.9127 -0.4428
C 4.6894 -0.8093 -0.3152
H 7.5781 -1.1674 0.2726
H 7.8622 -1.7531 -1.4807
H 6.7955 -2.6901 -0.3559
H 6.7196 -0.3683 -3.1669
H 4.6049 0.8672 -4.0416
H 2.5308 1.0008 -2.5172
H 2.4117 -0.3777 1.0357
H 1.9081 1.0608 0.0294
H 2.4000 -2.4460 0.0152
H 0.6570 -2.7760 0.2809
H 0.4419 -3.5143 -2.0763
H 1.5941 -2.2512 -2.6177
H 3.4967 -4.8981 -0.3275
H -1.0071 1.0380 -1.2552
H 4.6363 -1.2689 0.7010
C 12.4718 -2.0906 -1.2819
C 10.9760 -2.3345 -1.3359
O 10.2782 -1.3093 -0.6350
H 12.8167 -2.0597 -0.2465
H 13.0154 -2.8759 -1.8112
H 12.7227 -1.1262 -1.7316
H 10.7273 -3.2875 -0.8674
H 10.6227 -2.3561 -2.3725
H 10.4930 -0.4694 -1.0578
C -3.5458 -2.7015 -3.4833
C -2.9508 -1.4735 -4.1449
O -2.5957 -0.5047 -3.1637
H -4.4298 -2.4319 -2.9020
H -3.8280 -3.4487 -4.2282
H -2.8313 -3.1508 -2.7885
H -3.6737 -1.0153 -4.8210
H -2.0572 -1.7363 -4.7210
H -1.9485 -0.9121 -2.5726
C -3.7187 1.2964 1.2085
C -3.1436 1.9091 2.4697
O -2.0963 1.0914 2.9779
H -4.1031 0.2945 1.4095
H -4.5290 1.9109 0.8089
H -2.9458 1.1939 0.4442
H -3.9120 1.9913 3.2404
H -2.7455 2.9102 2.2728
H -1.4180 1.0317 2.2943
C -7.3425 1.6907 3.9790
C -6.7677 2.3038 5.2401
O -5.7198 1.4867 5.7517
H -7.7270 0.6883 4.1811
H -8.1496 2.3036 3.5807
H -6.5684 1.5867 3.2125
H -7.5356 2.3860 6.0102
H -6.3695 3.3050 5.0409
H -5.0389 1.4238 5.0719
C -9.5868 5.8241 1.3534
C -9.8667 5.0698 2.6390
O -8.6859 4.4213 3.1029
H -9.2201 5.1431 0.5827
H -10.4883 6.3191 0.9863
H -8.8110 6.5787 1.5089
H -10.6254 4.3038 2.4749
H -10.2249 5.7495 3.4188
H -8.0203 5.1024 3.2561
*
```

***

Record 3
Density functional theory data (ωB97M-V with the def2-TZVPD basis set) for a molecular structure, C22H45O18Zn in a non-equilibrium geometry.

Results
* HOMO level: -0.385 Eh
* orbital gap: 7.5 eV
* ΔE to the lowest compared entry with this formula, charge and spin: 339.2 kJ/mol

Geometry as ORCA input:
```
! RIJCOSX wB97M-V def2-TZVPD def2/J DEFGRID3
* xyz 1 1
Zn -1.1670 1.1686 -1.4888
C 0.1833 -0.9026 0.9771
O -0.2952 -0.1808 -0.1534
H -0.5421 -0.9713 1.7878
H 0.4038 -1.9440 0.7424
H 1.0934 -0.4298 1.3461
C 0.0011 -2.5413 4.3487
O -1.3206 -3.0835 4.2097
C -2.4725 -2.4653 4.4278
O -2.5460 -1.3671 4.8895
O -3.4921 -3.2375 3.9988
C -4.8672 -2.9665 4.3866
H 0.0710 -1.7950 5.1401
H 0.4263 -2.1808 3.4120
H 0.6349 -3.3382 4.7376
H -5.3270 -2.3381 3.6238
H -4.9254 -2.5889 5.4074
H -5.4332 -3.8950 4.3110
C -4.9770 0.4718 -3.0774
O -4.9164 -0.3043 -1.8931
C -4.0215 -0.0714 -0.8937
O -3.0591 0.6392 -0.9039
O -4.2979 -0.9557 0.0282
C -3.4838 -1.1885 1.1417
H -4.0317 0.5454 -3.6149
H -5.2063 1.5166 -2.8675
H -5.7912 0.0976 -3.6980
H -3.2155 -2.2372 1.2700
H -3.9245 -0.9138 2.1001
H -2.5162 -0.6881 1.1036
C -0.6441 -0.2240 -5.3664
O -0.6376 -1.4115 -4.6456
C -1.1405 -1.4848 -3.3947
O -1.5357 -0.5238 -2.7330
O -1.0501 -2.7836 -3.0200
C -1.6167 -3.1228 -1.7586
H 0.3903 0.0929 -5.2327
H -1.2678 0.5824 -4.9808
H -0.8172 -0.3952 -6.4289
H -2.6979 -3.1280 -1.8967
H -1.2037 -2.4542 -1.0032
H -1.3188 -4.1550 -1.5741
C 5.9378 5.2739 0.0335
O 5.4888 3.9336 -0.1160
C 4.3329 3.5033 0.4873
O 3.5744 4.3210 1.0685
O 4.0788 2.1869 0.2486
C 2.8805 1.4626 0.6251
H 5.7731 5.8369 -0.8852
H 7.0243 5.3312 0.0999
H 5.5814 5.8061 0.9155
H 2.0851 1.6447 -0.0975
H 2.5094 1.6843 1.6257
H 3.2349 0.4372 0.5200
C 1.1834 3.8254 -4.2317
O 2.1384 2.8277 -3.9006
C 1.7238 1.7465 -3.2165
O 0.6919 1.6291 -2.5019
O 2.6540 0.7505 -3.3535
C 2.4655 -0.5194 -2.5787
H 0.2278 3.7973 -3.7082
H 0.8878 3.7844 -5.2800
H 1.5843 4.8262 -4.0711
H 2.1782 -0.4820 -1.5280
H 3.4399 -0.9950 -2.4669
H 1.9432 -1.1225 -3.3215
C 2.8530 -5.0712 3.1271
C 2.8771 -3.9226 2.2706
O 3.1896 -2.8849 2.8211
C 2.6566 -4.0319 0.7534
H 2.8223 -4.8534 4.1946
H 3.7610 -5.6572 2.9847
H 1.9606 -5.5856 2.7706
H 3.5227 -4.5503 0.3422
H 2.4291 -3.1349 0.1774
H 1.7584 -4.6472 0.7001
C -0.5648 4.9464 0.4443
C -0.8632 3.5326 0.8410
O -0.8863 2.6322 0.0104
C -1.1770 3.2601 2.3142
H -0.2432 5.0465 -0.5924
H 0.1319 5.4036 1.1469
H -1.4740 5.5185 0.6293
H -2.1479 3.7276 2.4781
H -0.4261 3.7437 2.9389
H -1.2442 2.1912 2.5164
*
```

***

Q: orbital gap of number 1 (C22H45BrNO6P2S)?
A: 8.1 eV